Here is a single C8H8O2 molecule at a distorted geometry from the OMol25 dataset. Energies are from the ωB97M-V functional and the def2-TZVPD basis.

frontier orbital gap = 9.552 eV
lowest unoccupied orbital energy = 0.877 eV
HOMO = -8.67 eV
SMILES = C#C[C@H](O)c1occc1C
maximum force = 0.0867 Eh/bohr

Positions of all 18 atoms, in Å:
C  2.80638  -0.11849  -1.56342
C  1.98503  0.52018  -0.97116
C  1.18367  1.23414  0.00545
O  1.93928  1.22492  1.19633
C  -0.27546  0.73645  0.10215
O  -1.32690  1.65862  -0.13470
C  -2.48895  1.03589  -0.20376
C  -2.34282  -0.29192  0.13863
C  -0.96222  -0.45369  0.29041
C  -0.21930  -1.75040  0.61938
H  3.42464  -0.61446  -2.21309
H  1.07662  2.26156  -0.28731
H  1.92505  0.32763  1.54309
H  -3.32077  1.66732  -0.46555
H  -3.12255  -1.08076  0.11299
H  -0.17825  -1.96298  1.62245
H  -0.82441  -2.56048  0.10331
H  0.72097  -1.83353  0.10479

Atoms 1-3, force components in eV/Å:
-1.2 0.8 0.5
0.2 -0.5 -0.3
-1.4 -0.4 0.2

Mulliken population analysis, charges in e, atoms 1 to 8: 0.137, -0.825, -0.260, -0.519, -0.112, -0.385, -0.299, -0.741

Here is a single C8H8O2S molecule at a distorted geometry from the OMol25 dataset. Energies are from the ωB97M-V functional and the def2-TZVPD basis.

frontier orbital gap = 9.598 eV
lowest unoccupied orbital energy = 0.642 eV
HOMO = -8.96 eV
maximum force = 0.0705 Eh/bohr

Positions of all 19 atoms, in Å:
C  -2.53954  -0.69384  0.52960
C  -2.17279  -1.62426  -0.42916
C  -1.61147  0.15667  1.10988
C  -0.84356  -1.73507  -0.82636
C  -0.28671  0.06979  0.69971
C  0.04400  -0.87340  -0.25083
C  1.81855  0.95590  0.38401
C  1.60115  1.93648  -0.75850
O  2.74463  -1.60508  0.57291
O  0.68664  0.87104  1.21150
S  2.18721  -0.70988  -0.42930
H  -3.57350  -0.62546  0.83323
H  -2.91750  -2.27216  -0.86593
H  -1.89104  0.87518  1.86419
H  -0.52850  -2.46763  -1.55180
H  2.66343  1.22322  1.02254
H  0.82251  1.55116  -1.41584
H  2.51576  2.06576  -1.32918
H  1.28072  2.90159  -0.37067

Atoms 1-3, force components in eV/Å:
0.0 0.0 0.1
0.0 -0.2 -0.1
0.3 0.1 0.1

Mulliken population analysis, charges in e, atoms 1 to 8: -0.484, -0.408, -0.627, -0.674, 0.510, 0.363, 0.037, -1.136

Here is a molecular structure, C8H8O4 at a distorted geometry from the OMol25 dataset. Energies are from the ωB97M-V functional and the def2-TZVPD basis.

frontier orbital gap = 8.837 eV
lowest unoccupied orbital energy = -0.154 eV
HOMO = -8.99 eV
maximum force = 0.1216 Eh/bohr

Positions of all 20 atoms, in Å:
C  3.40931  0.26219  -0.00031
C  1.22903  -0.44009  -0.16213
C  0.38656  -1.60888  0.18771
C  -0.89685  -1.53253  0.18521
C  -1.50656  -0.22923  0.08212
C  -3.01827  -0.58638  -0.13584
C  -0.69132  0.89141  -0.20866
C  0.70638  0.75954  -0.39136
H  4.37373  -0.19989  -0.49341
H  3.66310  0.35907  1.39170
H  3.00204  1.29247  -0.47638
H  0.89118  -2.48311  0.28744
H  -1.69374  -2.35877  0.44384
H  -3.59844  1.39400  0.59086
H  -1.02228  2.84954  0.49620
H  1.26313  1.74821  -0.49894
O  2.47793  -0.95460  -0.46125
O  -4.10697  0.42975  0.05743
O  -3.39366  -1.67693  -0.62899
O  -1.47426  2.08423  -0.26524

Atoms 1-3, force components in eV/Å:
1.8 -1.6 0.3
-0.6 -6.2 -0.4
3.5 3.1 -1.1

Mulliken population analysis, charges in e, atoms 1 to 8: -0.631, 1.440, -0.725, -0.568, 0.253, 0.584, 0.191, -0.817

Here is a single C8H8OS2 molecule at a distorted geometry from the OMol25 dataset. Energies are from the ωB97M-V functional and the def2-TZVPD basis.

frontier orbital gap = 8.379 eV
lowest unoccupied orbital energy = -0.652 eV
HOMO = -9.03 eV
SMILES = O[C@H](C(=S)S)c1ccccc1
maximum force = 0.0546 Eh/bohr

Positions of all 19 atoms, in Å:
O  1.37266  -1.61891  -1.42909
C  1.26543  -0.33675  -0.98383
C  2.26247  0.00664  0.09353
S  2.81929  -1.13305  1.13806
S  2.62086  1.76500  0.07345
C  -0.11194  -0.17086  -0.33844
C  -0.65769  1.08946  -0.33577
C  -1.84573  1.41563  0.26506
C  -2.55957  0.36095  0.79468
C  -2.01893  -0.98943  0.65791
C  -0.77769  -1.27482  0.13132
H  1.40918  -2.26416  -0.68648
H  1.35698  0.36875  -1.80896
H  3.83331  1.90515  0.58544
H  -0.12558  1.93032  -0.80160
H  -2.24360  2.43850  0.26505
H  -3.44960  0.58751  1.45652
H  -2.72542  -1.75451  0.98544
H  -0.42442  -2.32540  -0.06230

Atoms 1-3, force components in eV/Å:
0.8 -1.8 -0.8
-1.2 0.3 1.0
1.4 0.1 1.1

Mulliken population analysis, charges in e, atoms 1 to 8: -0.567, -0.703, 0.520, -0.244, -0.205, 1.195, -0.350, -0.575

Here is 2 unconnected molecules or ions with the total composition C8H8S2 at a distorted geometry from the OMol25 dataset. Energies are from the ωB97M-V functional and the def2-TZVPD basis.

frontier orbital gap = 8.680 eV
lowest unoccupied orbital energy = 0.372 eV
HOMO = -8.31 eV
SMILES = Sc1ccc(S)cc1.C#C
maximum force = 0.0739 Eh/bohr

Positions of all 18 atoms, in Å:
S  0.41236  1.70691  2.56093
C  0.35883  0.83003  0.98547
C  -0.16786  1.55154  -0.01843
C  -0.26760  0.94323  -1.28411
C  0.37532  -0.19289  -1.56850
S  0.42989  -1.07452  -3.14084
C  1.10515  -0.86244  -0.57452
C  1.15523  -0.31450  0.71503
H  0.60408  0.75905  3.48897
H  -0.79893  2.42280  0.25970
H  -0.69075  1.63877  -1.98233
H  0.31730  -0.14076  -4.10273
H  1.69414  -1.73476  -0.90161
H  1.54101  -0.97639  1.49590
C  -1.64421  -0.58288  1.15832
C  -1.40700  -1.72731  0.82497
H  -2.43616  0.07134  1.42673
H  -0.58079  -2.31722  0.65706

Atoms 1-3, force components in eV/Å:
-0.2 0.1 -0.2
3.1 -0.4 2.1
-2.1 -0.1 -0.6

Mulliken population analysis, charges in e, atoms 1 to 8: -0.237, 0.590, -0.679, -0.345, 0.626, -0.285, -0.918, -0.445

Here is a single C8H9BN2O molecule at a distorted geometry from the OMol25 dataset. Energies are from the ωB97M-V functional and the def2-TZVPD basis.

frontier orbital gap (alpha / beta) = 4.520 / 5.669 eV
lowest unoccupied orbital energy (alpha / beta) = 0.113 / -3.129 eV
multiplicity = 3
HOMO (alpha / beta) = -4.41 / -8.80 eV
expectation value of S² = 2.008
maximum force = 0.1175 Eh/bohr

Positions of all 21 atoms, in Å:
B  0.44560  1.66409  0.92291
C  -0.94971  -2.63959  -1.43844
C  -1.45410  -1.58699  -2.17747
C  -0.37797  -2.36453  -0.18430
C  -1.27500  -0.31705  -1.66386
C  -0.02119  -1.09751  0.26222
C  -0.49916  -0.05583  -0.53688
C  0.95195  -0.96151  1.43144
C  0.85270  3.12772  1.20494
N  -0.22050  1.27149  -0.21660
N  1.35697  0.24045  1.75709
O  1.33074  -2.01743  1.91645
H  -1.11432  -3.57154  -1.79414
H  -1.98023  -1.92674  -3.03554
H  0.07580  -3.05162  0.52883
H  -1.73240  0.41924  -2.34607
H  0.73148  3.49564  2.13329
H  0.22567  3.78155  0.69651
H  1.91083  3.31066  0.98852
H  -0.41622  2.07237  -0.78165
H  2.15908  0.20715  2.33276

Atoms 1-3, force components in eV/Å:
4.3 -2.9 2.8
0.3 2.7 2.2
0.1 -1.6 -0.3

Mulliken population analysis, charges in e, atoms 1 to 8: -0.066, -0.458, -0.757, -0.968, -0.607, 0.208, 1.050, 0.463

Here is a molecular structure, C8H9BiNO6 at a distorted geometry from the OMol25 dataset. Energies are from the ωB97M-V functional and the def2-TZVPD basis.

frontier orbital gap (alpha / beta) = 3.195 / 4.067 eV
charge = +3
lowest unoccupied orbital energy (alpha / beta) = -15.067 / -15.352 eV
HOMO (alpha / beta) = -18.26 / -19.42 eV
maximum force = 0.2558 Eh/bohr

Positions of all 25 atoms, in Å:
Bi  0.08434  -1.35422  0.08494
C  -1.16260  -2.64912  1.20367
O  -2.17482  -2.96756  1.76162
C  1.93711  -1.77575  -0.70811
O  2.86215  -2.46574  -0.91246
C  1.09003  0.32123  2.03047
O  1.83498  0.69397  2.82184
C  -1.20463  -0.73361  -1.98791
O  -1.85533  -0.87456  -2.92413
C  0.69507  3.07841  -1.22622
H  -0.28591  2.98000  -1.77615
H  0.69036  3.33931  -0.12891
C  1.83774  2.69279  -1.83359
H  2.76997  2.63840  -1.25938
H  1.78807  2.27527  -2.84758
N  -3.76141  -0.50682  3.28027
C  -2.67823  0.42165  2.85157
C  -2.93724  0.58271  1.33893
O  -4.10112  0.17739  0.94755
O  -1.99304  0.96311  0.61492
H  -4.48359  -0.46068  2.51546
H  -4.15558  -0.24937  4.16954
H  -3.38686  -1.46446  3.30812
H  -2.79852  1.42563  3.28815
H  -1.69599  -0.01743  3.08013

Atoms 1-3, force components in eV/Å:
-3.2 4.6 -1.9
-9.2 -5.6 7.5
6.4 2.0 -4.1

Mulliken population analysis, charges in e, atoms 1 to 8: 1.259, 0.251, -0.128, 0.159, -0.025, 0.182, -0.077, 0.224

Here is a single C8H9Br molecule at a distorted geometry from the OMol25 dataset. Energies are from the ωB97M-V functional and the def2-TZVPD basis.

frontier orbital gap (alpha / beta) = 6.666 / 7.542 eV
lowest unoccupied orbital energy (alpha / beta) = 0.998 / -1.925 eV
multiplicity = 3
HOMO (alpha / beta) = -5.67 / -9.47 eV
expectation value of S² = 2.017
maximum force = 0.1140 Eh/bohr

Positions of all 18 atoms, in Å:
C  0.00967  0.68986  0.46062
C  0.56988  -1.62243  -0.03024
C  1.45708  1.01901  0.16576
C  1.88326  -1.33121  -0.13843
C  -0.53188  -0.74831  0.39923
C  -1.17707  0.28766  -0.41616
C  2.38912  0.01725  -0.12999
C  -2.53752  0.84622  -0.36667
Br  4.25114  0.23713  -0.13068
H  -0.23131  1.27175  1.39374
H  0.46306  -2.69891  -0.05318
H  1.90674  2.05175  0.53202
H  2.41206  -2.22674  -0.30659
H  -1.25612  -1.02998  1.09403
H  -0.87646  0.34888  -1.46828
H  -3.26784  -0.08824  -0.53474
H  -2.67588  1.61604  -1.11666
H  -2.78793  1.36027  0.64622

Atoms 1-3, force components in eV/Å:
0.2 1.1 2.6
-2.9 -1.7 0.4
-1.6 4.1 1.0

Mulliken population analysis, charges in e, atoms 1 to 8: -0.085, -0.911, -0.708, -0.230, -0.182, 0.443, 0.175, -1.334

Here is 2 unconnected molecules or ions with the total composition C8H9BrN2O4 at a distorted geometry from the OMol25 dataset. Energies are from the ωB97M-V functional and the def2-TZVPD basis.

frontier orbital gap = 7.509 eV
lowest unoccupied orbital energy = -0.171 eV
HOMO = -7.68 eV
maximum force = 0.0910 Eh/bohr

Positions of all 24 atoms, in Å:
C  -1.88337  -1.20372  -0.46214
C  -2.26687  1.23297  0.10592
C  -2.61622  -0.11832  0.01700
C  -0.54034  -1.35907  -0.36858
C  5.05809  -0.01669  0.41548
C  -1.09244  1.62084  -0.61714
C  0.25217  -0.24347  0.15795
C  0.17919  -2.53447  -0.84677
N  -0.18518  2.31782  -0.08880
N  0.28182  0.09568  1.40837
O  5.08560  0.99082  -0.07715
O  4.80064  -1.00224  0.94950
O  0.78663  2.64317  -1.01888
O  -0.04449  2.62351  1.05023
Br  -4.51115  -0.57938  0.58304
H  -2.44507  -2.10720  -0.64854
H  -2.87985  1.96967  0.56773
H  -1.10067  1.18320  -1.61081
H  1.27854  -2.51752  -0.79190
H  -0.11775  -2.78943  -1.95306
H  -0.12913  -3.51679  -0.28704
H  1.58556  2.66772  -0.46022
H  -0.24612  -0.32255  2.16167
H  0.75042  0.96543  1.81415

Atoms 1-3, force components in eV/Å:
0.1 -1.7 0.0
-0.9 -3.1 -0.1
-1.9 3.7 1.1

Mulliken population analysis, charges in e, atoms 1 to 8: -0.533, -0.748, 0.203, 1.091, 0.653, -0.307, -0.819, -1.426

Here is a gas-phase ion, C8H9BrNO (charge +1) at a distorted geometry from the OMol25 dataset. Energies are from the ωB97M-V functional and the def2-TZVPD basis.

frontier orbital gap = 6.471 eV
charge = +1
lowest unoccupied orbital energy = -6.065 eV
HOMO = -12.54 eV
maximum force = 0.0833 Eh/bohr

Positions of all 20 atoms, in Å:
C  -2.49313  -1.80627  -0.33443
C  -2.30576  -1.40564  1.01729
C  -1.53524  -1.38720  -1.24086
C  -1.36155  -0.51226  1.31480
C  -0.51869  -0.47421  -0.96095
C  0.62827  0.88022  0.74381
C  1.88267  0.75642  -0.02982
C  2.61837  1.82497  -0.65106
N  -0.40859  -0.08461  0.41143
O  0.31421  -0.15024  -1.77915
Br  2.72926  -0.86935  0.04069
H  -3.16282  -2.61750  -0.71110
H  -3.02829  -1.52125  1.85210
H  -1.66200  -1.70512  -2.21788
H  -1.37867  -0.02575  2.35183
H  1.00396  0.88132  1.85717
H  0.16066  1.84292  0.54954
H  2.04138  2.39085  -1.23705
H  3.46230  1.57264  -1.27203
H  3.01366  2.41008  0.29568

Atoms 1-3, force components in eV/Å:
1.8 -1.1 -0.8
-2.1 0.3 0.7
-2.8 -0.5 1.8

Mulliken population analysis, charges in e, atoms 1 to 8: -0.204, -0.555, -0.614, 0.016, 0.591, -0.575, 0.355, -1.101

Please write out number 5 again, unchanged.
Here is 2 unconnected molecules or ions with the total composition C8H8S2 at a distorted geometry from the OMol25 dataset. Energies are from the ωB97M-V functional and the def2-TZVPD basis.

frontier orbital gap = 8.680 eV
lowest unoccupied orbital energy = 0.372 eV
HOMO = -8.31 eV
SMILES = Sc1ccc(S)cc1.C#C
maximum force = 0.0739 Eh/bohr

Positions of all 18 atoms, in Å:
S  0.41236  1.70691  2.56093
C  0.35883  0.83003  0.98547
C  -0.16786  1.55154  -0.01843
C  -0.26760  0.94323  -1.28411
C  0.37532  -0.19289  -1.56850
S  0.42989  -1.07452  -3.14084
C  1.10515  -0.86244  -0.57452
C  1.15523  -0.31450  0.71503
H  0.60408  0.75905  3.48897
H  -0.79893  2.42280  0.25970
H  -0.69075  1.63877  -1.98233
H  0.31730  -0.14076  -4.10273
H  1.69414  -1.73476  -0.90161
H  1.54101  -0.97639  1.49590
C  -1.64421  -0.58288  1.15832
C  -1.40700  -1.72731  0.82497
H  -2.43616  0.07134  1.42673
H  -0.58079  -2.31722  0.65706

Atoms 1-3, force components in eV/Å:
-0.2 0.1 -0.2
3.1 -0.4 2.1
-2.1 -0.1 -0.6

Mulliken population analysis, charges in e, atoms 1 to 8: -0.237, 0.590, -0.679, -0.345, 0.626, -0.285, -0.918, -0.445

> Which of these has the highest maximum force?

C8H9BiNO6